Record 1
8
Properties=species:S:1:pos:R:3:forces:R:3 method="wB97M-V/def2-TZVPD" de_lowest_kcal_mol=0.0 multiplicity=3 homo_lumo_gap_ev="6.113 / 7.220" max_force_ev_per_a=8.31 s_squared=2.01 total_energy_ev=-12511.1848 total_charge=-1
O 0.036 -0.994 0.426 1.1 0.4 -0.1
C -1.351 -0.727 0.428 -0.6 0.3 0.3
H -1.968 -1.508 0.861 0.3 0.2 -0.2
C -1.632 0.517 -0.008 -0.7 -0.2 0.0
O -0.338 1.031 -0.354 2.1 -1.5 0.8
C 0.615 0.090 -0.053 -3.9 0.4 -0.8
O 1.807 0.125 -0.363 -3.3 -5.8 2.7
Pt 2.831 1.465 -0.938 4.9 6.2 -2.7

---

Record 2
88
Properties=species:S:1:pos:R:3:forces:R:3 method="wB97M-V/def2-TZVPD" homo_lumo_gap_ev=8.051 max_force_ev_per_a=3.16 total_energy_ev=-105482.6749
C 2.707 -4.726 -0.277 -0.8 -0.4 -0.2
O 1.653 -3.948 -0.822 0.2 0.2 0.5
H 2.729 -4.740 0.812 -0.2 0.2 0.3
H 2.442 -5.734 -0.595 0.8 -0.2 0.0
H 3.677 -4.355 -0.609 0.1 -0.4 -0.3
H 2.036 -3.070 -0.886 -0.1 0.5 -0.3
C -3.844 -1.803 -4.488 0.1 0.1 1.1
O -4.467 -0.545 -4.702 0.2 0.2 -0.7
H -2.823 -1.913 -4.853 -0.1 0.2 -0.6
H -3.735 -1.838 -3.404 -0.2 -0.7 0.2
H -4.482 -2.613 -4.843 0.1 0.1 0.0
H -3.916 0.027 -5.242 0.0 0.0 -0.1
C -7.038 -0.168 -2.913 0.1 1.3 0.1
O -5.806 0.397 -2.489 0.6 -0.8 0.7
H -7.709 0.350 -2.229 -0.7 -0.1 -0.7
H -7.093 0.097 -3.969 -1.0 0.0 0.0
H -7.251 -1.233 -2.818 0.8 -0.3 0.3
H -5.142 0.143 -3.134 0.1 0.0 -0.3
N -1.521 -0.606 -1.815 0.3 0.1 -0.5
C -2.455 0.155 -1.175 0.4 0.0 0.6
C -1.825 0.612 -0.035 -0.9 1.8 0.6
C -0.480 0.251 -0.039 0.9 -1.5 -1.0
C -0.322 -0.542 -1.152 0.0 -0.7 -0.5
H -1.662 -1.086 -2.693 0.0 0.1 0.3
H -3.438 0.336 -1.584 0.0 -0.1 0.3
H -2.211 1.308 0.695 -0.5 -0.1 -0.2
H 0.357 0.387 0.629 -0.4 0.3 0.4
H 0.462 -1.223 -1.449 0.2 0.4 -0.1
C 5.760 -1.179 -2.490 -0.2 0.2 0.5
S 4.530 -0.876 -1.123 -0.8 -3.0 -0.5
O 3.266 -1.757 -1.364 2.1 1.9 0.1
C 5.453 -1.917 0.099 0.1 0.6 0.4
H 5.499 -0.715 -3.441 -0.4 0.0 0.2
H 5.956 -2.244 -2.616 -0.3 0.0 0.1
H 6.673 -0.704 -2.132 0.1 0.1 0.1
H 6.363 -1.452 0.478 0.0 0.4 -0.2
H 5.764 -2.897 -0.264 -0.5 0.1 -0.4
H 4.788 -2.010 0.958 -0.1 -0.1 -0.2
C 1.281 3.837 1.386 0.4 0.9 0.0
S 1.551 4.812 2.994 -1.2 -2.1 -0.1
O 0.457 4.306 3.913 1.1 0.6 -0.6
C 3.098 4.037 3.559 0.4 0.4 0.3
H 0.224 3.852 1.120 -0.2 -0.2 0.7
H 1.696 2.829 1.380 -0.1 0.0 0.4
H 1.714 4.393 0.554 0.5 0.1 0.1
H 3.108 2.981 3.830 -0.6 -0.1 -0.6
H 3.358 4.521 4.500 -0.2 0.4 0.0
H 3.895 4.290 2.860 0.0 -0.1 -0.2
C -4.688 5.063 3.216 0.0 -0.7 -0.9
S -4.039 3.393 2.656 0.1 1.1 -1.5
O -4.142 3.351 1.121 0.0 0.2 2.2
C -2.290 3.802 2.936 -0.2 -0.2 0.0
H -5.717 5.135 2.863 -0.1 -0.3 0.3
H -4.158 5.833 2.656 0.3 -0.1 0.2
H -4.624 5.179 4.298 0.1 -0.1 -0.1
H -2.084 4.686 2.333 0.1 -0.1 -0.1
H -1.722 2.942 2.581 0.0 0.1 -0.1
H -1.990 3.986 3.968 -0.4 0.0 0.0
C 2.371 2.159 -1.817 -0.6 -0.3 -1.3
S 1.401 3.473 -2.732 -0.3 0.7 -2.0
O 1.540 3.277 -4.259 0.4 -0.1 2.4
C -0.359 3.044 -2.486 0.5 -0.9 0.8
H 3.433 2.405 -1.803 -0.2 0.7 0.1
H 2.326 1.305 -2.492 -0.4 -0.4 0.3
H 1.990 1.936 -0.820 -0.1 0.1 -0.2
H -1.071 3.742 -2.927 0.7 0.3 -0.2
H -0.573 2.997 -1.418 0.0 -0.2 0.1
H -0.498 2.062 -2.939 -0.1 -0.1 0.1
C -1.605 -3.477 -0.124 0.3 -0.8 0.5
S -2.269 -5.254 -0.010 -1.7 0.9 0.3
O -3.095 -5.384 1.280 2.0 0.1 -1.6
C -0.661 -6.138 0.027 0.5 0.4 1.4
H -1.321 -3.262 -1.154 0.1 -0.4 0.1
H -0.753 -3.377 0.549 0.2 -0.2 -0.2
H -2.293 -2.694 0.197 -0.7 -0.6 0.0
H -0.064 -5.613 0.774 0.4 0.2 -0.3
H -0.148 -6.187 -0.933 -0.3 0.5 -0.1
H -0.687 -7.151 0.429 -0.9 -0.1 -0.2
C 2.635 -2.259 3.334 0.7 0.3 0.7
S 1.690 -1.027 4.401 1.2 0.5 1.0
O 2.344 -0.804 5.765 -0.6 -0.9 -2.0
C 2.235 0.415 3.429 -0.4 -0.8 -0.6
H 3.677 -1.952 3.247 0.1 0.4 0.2
H 2.268 -2.345 2.311 -0.6 0.1 0.2
H 2.683 -3.235 3.817 -0.5 0.1 0.1
H 1.565 1.258 3.599 0.2 0.0 0.2
H 2.124 0.073 2.400 0.0 0.3 -0.3
H 3.291 0.611 3.612 -0.1 0.0 0.3

---

Record 3
85
Properties=species:S:1:pos:R:3:forces:R:3 method="wB97M-V/def2-TZVPD" homo_lumo_gap_ev="4.879 / 4.856" max_force_ev_per_a=2.12 total_energy_ev=-86017.9098 total_charge=-1
Ca 0.161 0.446 0.434 0.6 1.4 -1.5
C 1.543 2.906 6.578 -0.1 0.1 0.0
C 2.690 2.125 6.452 0.2 -0.1 0.0
C 2.981 1.464 5.273 0.1 0.0 -0.1
C 2.101 1.599 4.212 -0.4 0.3 0.1
C 2.027 0.980 2.897 -0.2 0.3 0.2
N 0.872 1.348 2.306 0.3 0.6 1.0
C 0.207 2.227 3.090 0.2 0.0 0.3
N -0.889 2.907 2.774 -0.1 0.3 0.2
C -1.698 2.495 1.818 -0.1 0.1 0.1
C -2.821 3.231 1.245 -0.3 -0.3 -0.4
C -3.240 4.551 1.301 0.0 -0.1 0.1
C -4.303 4.926 0.495 0.1 0.2 0.1
C -4.941 4.020 -0.351 -0.1 -0.1 -0.1
C -4.556 2.691 -0.385 0.0 0.0 0.0
C -3.502 2.302 0.422 0.2 0.5 0.2
C -2.796 1.039 0.576 0.2 0.4 0.4
N -3.270 -0.148 0.249 -0.4 -0.6 -0.3
C -2.512 -1.224 0.313 0.1 0.1 -0.1
N -1.169 -1.262 0.283 -0.9 -1.1 0.1
C -0.750 -2.541 0.158 0.2 0.2 0.1
N 0.499 -2.899 -0.043 -0.4 -0.6 -0.2
C 1.499 -2.085 0.243 0.3 0.1 0.4
N 1.452 -1.112 1.171 0.3 -1.3 0.5
C 2.688 -0.593 1.354 0.3 0.0 0.3
N 2.981 0.256 2.319 0.5 0.0 0.0
C 3.613 -1.207 0.402 -0.1 -0.5 -0.4
C 4.928 -0.966 0.037 0.0 0.0 0.2
C 5.447 -1.663 -1.044 0.1 0.1 0.0
C 4.686 -2.601 -1.736 -0.1 -0.1 -0.1
C 3.378 -2.873 -1.366 0.0 0.0 0.1
C 2.847 -2.163 -0.304 0.5 0.3 0.1
C -1.911 -3.435 0.232 -0.8 0.0 0.0
C -2.072 -4.808 0.307 0.2 0.2 0.0
C -3.329 -5.303 0.623 0.0 -0.1 0.0
C -4.411 -4.455 0.835 -0.1 0.0 0.0
C -4.278 -3.083 0.687 0.1 0.1 -0.1
C -3.028 -2.586 0.371 0.3 -0.7 0.0
N -1.686 1.241 1.312 -1.1 0.1 0.4
C 0.935 2.393 4.340 0.6 -0.3 -0.1
C 0.655 3.053 5.527 0.0 0.0 -0.1
H 1.342 3.395 7.521 0.0 0.1 0.1
H 3.356 2.031 7.298 0.1 0.0 0.1
H 3.854 0.837 5.173 0.1 -0.1 0.0
H -2.746 5.261 1.951 0.0 0.0 0.0
H -4.635 5.953 0.506 -0.1 0.1 0.0
H -5.752 4.359 -0.985 0.0 0.0 0.0
H -5.035 1.978 -1.041 -0.1 -0.1 0.0
H 5.524 -0.249 0.581 0.0 0.1 0.0
H 6.459 -1.466 -1.376 0.0 0.0 0.1
H 5.117 -3.109 -2.589 0.0 0.0 0.0
H 2.774 -3.591 -1.901 0.0 0.0 -0.1
H -1.235 -5.470 0.152 0.1 -0.1 0.0
H -3.472 -6.369 0.734 0.0 -0.1 0.0
H -5.363 -4.868 1.141 0.0 -0.1 -0.1
H -5.102 -2.407 0.853 -0.1 0.1 0.0
H -0.240 3.650 5.624 -0.1 0.0 0.0
O -0.820 -4.262 -3.077 -0.1 0.0 0.1
C 0.212 -3.897 -3.847 0.2 0.2 0.0
C 0.758 -4.819 -4.742 -0.1 -0.1 0.0
C 1.813 -4.464 -5.558 0.0 -0.1 0.0
C 2.354 -3.189 -5.491 0.2 0.1 -0.1
C 1.830 -2.272 -4.601 0.0 -0.1 0.0
C 0.766 -2.604 -3.777 -0.1 -0.3 -0.1
C 0.151 -1.611 -2.866 -0.3 0.9 0.4
O -0.981 -1.824 -2.360 -0.5 -0.5 -0.2
N 0.828 -0.506 -2.701 1.2 -0.6 -1.4
N 0.578 0.490 -1.896 -0.8 1.0 0.0
C 0.024 1.568 -2.355 0.1 -1.1 -0.9
C 0.008 2.773 -1.578 -0.2 1.2 0.5
C -0.578 3.957 -2.063 0.1 -0.6 0.0
C -0.473 5.110 -1.317 0.1 0.0 0.2
C 0.211 5.073 -0.108 -0.1 0.0 -0.2
C 0.727 3.859 0.314 0.1 0.5 0.1
N 0.626 2.744 -0.385 0.0 0.0 -0.4
H -1.090 -3.429 -2.580 0.0 0.0 -0.3
H 0.323 -5.807 -4.795 -0.1 -0.1 0.0
H 2.218 -5.185 -6.257 0.0 -0.1 0.0
H 3.168 -2.904 -6.143 0.1 0.0 0.0
H 2.232 -1.271 -4.538 0.0 0.1 0.0
H -0.358 1.608 -3.381 0.2 -0.1 0.2
H -1.091 3.958 -3.015 0.0 -0.1 0.0
H -0.908 6.032 -1.673 -0.1 0.1 0.0
H 0.332 5.961 0.491 0.0 0.1 0.1
H 1.262 3.778 1.251 0.0 0.0 0.1

---

Record 4
109
Properties=species:S:1:pos:R:3:forces:R:3 method="wB97M-V/def2-TZVPD" homo_lumo_gap_ev=10.296 max_force_ev_per_a=6.43 smiles="C[N+](=O)[O-].COC(=O)OC.COC(=O)OC.COC(=O)OC.COC(=O)OC.COC(=O)OC.COC(=O)OC.CO.CO.CO.CO.CO" total_energy_ev=-78513.7857
C 1.459 -4.868 -0.462 0.9 -0.3 0.3
N 2.935 -5.190 -0.297 0.9 -0.2 2.0
O 3.412 -6.108 -0.921 -0.3 0.1 -0.6
O 3.584 -4.566 0.560 -1.3 -0.3 -1.3
H 1.142 -4.488 0.509 0.0 0.6 -0.5
H 0.905 -5.783 -0.669 0.4 0.0 -0.3
H 1.463 -4.183 -1.311 -0.5 0.2 0.4
C -0.911 5.288 -3.659 1.4 0.3 -0.9
O -0.614 3.862 -3.413 0.5 3.9 1.2
C -1.188 3.042 -4.204 -4.8 -1.1 -4.2
O -2.055 3.281 -5.114 3.2 -0.6 3.1
O -0.807 1.846 -3.832 0.8 -1.2 0.8
C -1.417 0.659 -4.304 -0.1 -0.2 -1.4
H -1.948 5.620 -3.611 0.0 -0.7 0.3
H -0.493 5.572 -4.625 -0.6 -0.5 -0.5
H -0.240 5.920 -3.076 -0.3 -0.6 1.0
H -1.043 0.424 -5.301 0.0 0.2 -0.2
H -2.498 0.773 -4.387 0.1 -0.1 0.3
H -1.091 -0.198 -3.715 -0.2 0.5 0.5
C -0.451 0.046 2.935 1.8 -0.2 -0.4
O -0.564 -0.604 1.644 -1.4 -0.1 -0.6
C 0.367 -1.458 1.221 2.4 -0.4 0.7
O 1.358 -1.865 1.854 -2.8 1.0 -1.2
O 0.183 -1.864 -0.061 1.5 0.3 1.2
C -0.550 -1.119 -1.014 -2.0 -0.2 0.4
H 0.557 0.451 2.841 0.1 -0.1 1.2
H -0.599 -0.660 3.752 0.3 0.0 -0.3
H -1.101 0.901 3.121 -0.5 -0.4 -1.0
H -0.538 -0.030 -0.968 0.8 -0.1 0.2
H -1.578 -1.389 -0.773 -0.3 0.2 -0.6
H -0.299 -1.494 -2.007 0.2 0.1 0.2
C 4.170 -0.958 0.570 -2.0 0.9 -0.1
O 5.454 -0.379 0.319 -0.2 -0.9 0.0
C 5.581 0.898 0.035 -2.4 1.8 0.3
O 4.627 1.734 -0.096 3.2 -2.4 0.3
O 6.892 1.129 -0.007 0.0 0.0 0.6
C 7.376 2.476 -0.099 -1.2 0.4 -0.7
H 3.461 -0.809 -0.245 0.5 0.0 -0.5
H 3.630 -0.442 1.364 0.5 0.1 0.5
H 4.123 -2.027 0.778 1.1 0.1 0.0
H 7.126 2.740 -1.127 0.6 0.6 0.0
H 8.433 2.549 0.157 -0.2 -0.6 -0.3
H 6.828 3.153 0.556 -0.1 -0.2 0.1
C -6.161 0.545 0.806 -0.8 0.7 0.1
O -5.219 0.529 1.905 0.4 0.2 0.1
C -4.784 1.712 2.423 -0.6 -0.3 1.1
O -5.190 2.808 2.149 0.4 -0.4 -0.5
O -3.920 1.452 3.469 0.6 -0.1 -1.6
C -3.168 2.593 3.998 -1.5 0.0 0.4
H -6.596 -0.430 0.586 1.2 -0.5 0.3
H -5.747 1.002 -0.093 0.1 -0.1 0.2
H -7.098 1.051 1.040 0.4 0.8 0.4
H -2.989 3.400 3.289 -0.3 -0.3 -0.2
H -2.218 2.318 4.457 -0.2 -0.7 -0.3
H -3.829 2.931 4.797 0.3 0.6 0.0
C 0.700 -1.676 6.157 0.8 -0.4 1.0
O 1.641 -2.502 5.484 0.4 -0.9 -0.8
C 2.175 -3.660 5.924 -0.7 -1.9 2.8
O 1.920 -4.263 7.028 1.1 2.8 -4.8
O 3.048 -4.149 4.993 -1.4 -0.5 3.0
C 3.316 -3.489 3.790 0.6 0.5 -0.6
H 0.082 -2.253 6.845 0.0 0.0 -0.1
H 0.112 -1.139 5.412 0.2 -0.3 0.2
H 1.329 -0.989 6.723 -0.4 0.3 0.2
H 2.506 -3.617 3.072 0.1 0.2 0.1
H 4.230 -3.974 3.449 -0.2 0.0 -0.3
H 3.551 -2.443 3.987 -0.3 0.1 -0.3
C -5.460 0.752 -3.258 -0.4 1.4 0.0
O -4.291 0.776 -2.458 1.6 0.3 1.3
C -3.973 1.856 -1.654 -0.9 0.8 -1.1
O -4.674 2.857 -1.553 1.7 -1.9 0.2
O -2.755 1.594 -1.109 -1.2 -1.3 -1.1
C -2.069 2.542 -0.337 -0.3 1.2 0.9
H -6.331 0.839 -2.609 -0.2 -0.4 -0.2
H -5.438 -0.123 -3.908 0.0 -0.2 0.6
H -5.496 1.615 -3.923 0.1 0.2 0.0
H -2.617 2.746 0.583 -0.4 0.4 -0.1
H -1.926 3.449 -0.924 0.0 0.1 0.2
H -1.111 2.178 0.035 0.0 -0.6 -0.7
C 2.125 -0.163 -3.864 0.5 -0.4 -0.4
O 2.899 -0.570 -2.724 -0.4 0.1 -0.5
H 1.454 -0.952 -4.203 -0.3 -0.2 0.4
H 1.567 0.765 -3.743 0.1 0.0 0.3
H 2.795 -0.058 -4.717 0.3 0.3 0.1
H 2.561 -0.104 -1.955 -0.2 0.2 0.0
C 2.037 3.255 3.620 0.3 0.4 0.6
O 1.748 2.009 4.242 -0.2 0.0 -0.3
H 2.711 3.828 4.257 0.5 0.0 -0.2
H 2.497 3.082 2.647 -0.1 -0.1 0.2
H 1.174 3.915 3.531 -0.4 -0.2 -0.3
H 1.545 2.183 5.164 0.0 0.0 0.1
C -4.129 -2.627 -1.318 0.5 1.8 -0.4
O -3.449 -3.624 -2.046 0.0 -0.7 0.4
H -3.450 -1.846 -0.977 0.5 -0.1 0.3
H -4.727 -2.016 -1.994 -0.9 -0.4 0.1
H -4.653 -2.946 -0.417 -0.1 -0.6 -0.5
H -3.305 -3.308 -2.941 0.0 0.1 0.1
C -0.192 -4.392 -3.982 -0.5 0.7 1.3
O 0.763 -3.747 -4.774 0.2 -0.2 -1.1
H -1.203 -4.291 -4.378 0.2 0.0 -0.6
H -0.028 -5.444 -3.750 0.3 -0.1 -0.2
H -0.217 -3.818 -3.055 -0.3 -0.4 0.6
H 1.611 -3.775 -4.325 0.0 0.0 0.0
C 1.654 2.914 -0.286 0.4 1.0 0.8
O 1.882 1.567 -0.628 -0.6 0.2 -0.3
H 1.433 3.029 0.775 -0.7 -0.3 0.2
H 2.554 3.527 -0.327 0.3 -0.1 -0.6
H 0.894 3.437 -0.867 -0.1 -0.5 -0.2
H 2.819 1.452 -0.454 0.7 -0.3 0.1